{
  "formula": "C4H13NO2",
  "method": "the ωB97M-V functional and the def2-TZVPD basis",
  "e_lumo_ev": 0.6,
  "smiles": "C/C=C/CN.O.O",
  "relative_energy_kcal_mol": 36.4,
  "homo_lumo_gap_ev": 9.9,
  "elements": ["C", "C", "C", "C", "N", "H", "H", "H", "H", "H", "H", "H", "H", "H", "O", "H", "H", "O", "H", "H"],
  "coordinates": [[0.996689, -1.208970, -1.519598], [0.774022, -0.484521, -0.209801], [1.717312, -0.138570, 0.653491], [1.426746, 0.584990, 1.947722], [0.284015, 1.511272, 1.968121], [1.687426, -2.043352, -1.468676], [-0.010695, -1.444921, -1.813007], [1.488062, -0.558264, -2.209155], [-0.258438, -0.417353, 0.118918], [2.764385, -0.397441, 0.524425], [1.327186, -0.188737, 2.718911], [2.256749, 1.182142, 2.335146], [0.216008, 1.911900, 1.037741], [-0.576026, 0.967980, 2.012835], [-2.116916, 2.110320, -0.963682], [-1.658216, 2.922122, -1.187448], [-1.532253, 1.646741, -0.355759], [-1.997724, -2.426786, -1.328381], [-1.646705, -1.593292, -1.631489], [-2.770964, -2.187230, -0.811522]],
  "forces_ev_per_a": [[-0.09, 0.66, 1.06], [0.80, -0.81, 0.22], [0.02, 0.54, 0.50], [0.16, 0.10, 0.64], [-0.60, -0.84, -0.36], [-0.39, -0.53, 0.32], [0.48, -0.66, -0.94], [-0.09, 0.70, -0.75], [-0.11, 0.48, -0.18], [-0.01, 0.06, -0.40], [-0.39, 0.18, 0.10], [0.38, -0.20, -0.58], [0.28, 0.38, 0.01], [0.01, 0.05, 0.33], [-0.10, -0.23, 0.04], [0.09, 0.13, -0.03], [0.04, 0.05, -0.03], [-0.21, -0.36, 0.21], [-0.13, 0.36, -0.20], [-0.13, -0.04, 0.03]]
}